ORCA calculation (wB97M-V/def2-TZVPD) on a structure of composition C26H48OP2Tb in a non-equilibrium geometry.

Its charge is +1. As for the spin multiplicity: 7. The lowest unoccupied orbital energy (spin up / spin down) is -3.1067 / -3.9496 eV.

Structure (XYZ):
```
78
C26H48OP2Tb wB97M-V/def2-TZVPD
Tb -0.1584 0.6594 -0.4754
C 2.3459 -0.6194 2.1050
C 1.2495 0.1333 2.6171
C 0.9330 -2.0585 3.2044
C 2.1421 -1.9745 2.4607
C 0.3530 -0.7678 3.2516
C 3.5317 -0.0937 1.3996
H 3.3267 0.8716 0.9200
H 3.8635 -0.7948 0.6216
H 4.3810 0.0635 2.0885
C 3.0326 -3.1008 2.1206
H 4.0459 -2.7388 1.9127
H 2.6878 -3.6462 1.2272
H 3.0835 -3.8226 2.9467
C 0.3916 -3.2861 3.8185
H 1.2090 -3.9280 4.1701
H -0.2113 -3.8750 3.1130
H -0.2448 -3.0326 4.6740
C -0.9323 -0.4043 3.8862
H -0.7906 0.3101 4.7138
H -1.4252 -1.2959 4.2911
H -1.6259 0.0557 3.1604
C 1.0934 1.6113 2.5568
H 1.5034 2.0876 3.4634
H 0.0337 1.9124 2.5031
H 1.6319 2.0565 1.7025
C 0.3706 1.0858 -2.6828
C 0.3721 2.3227 -1.8370
C -0.6586 3.3504 -2.2592
C -1.7092 3.5716 -1.1582
C -1.6635 2.4787 -0.0338
C -2.4605 1.1965 -0.4092
C -2.1811 0.2440 -1.6774
C -1.0968 0.4508 -2.8410
H -1.1563 3.0624 -3.2014
H -2.7196 3.5956 -1.5868
H -0.1564 4.3034 -2.4898
H -1.5941 1.0714 -3.6017
H 0.5607 1.4231 -3.7144
H 1.3746 2.7201 -1.6459
H -0.9423 -0.5276 -3.3203
H -2.1223 -0.8121 -1.3381
H -3.4325 1.6289 -0.6877
H -3.1335 0.2765 -2.2343
H -1.5441 4.5502 -0.6745
H -2.2502 2.8977 0.7978
P 3.2838 0.2992 -3.0677
C 3.0953 1.1947 -4.6663
C 3.9425 1.6077 -1.9371
P -3.5976 0.5008 1.2168
C 1.5614 0.1298 -2.3734
C -4.3921 2.0338 1.8373
C -5.0352 -0.1811 0.3266
H 3.5247 0.5168 -5.4198
H 3.6826 2.1258 -4.6849
H 2.0429 1.3935 -4.9018
H 3.2890 1.7694 -1.0629
H 4.0763 2.5565 -2.4691
H 4.9205 1.2623 -1.5684
H -5.2032 0.2940 -0.6487
H -5.9168 -0.0486 0.9710
H -4.8402 -1.2549 0.2015
H 1.2482 -0.9271 -2.4855
H -0.6416 2.4625 0.4680
H -5.1206 1.6891 2.5851
H -4.9202 2.5989 1.0558
H -3.6565 2.6719 2.3426
C 0.5246 -3.2885 -1.8287
C -0.3860 -2.7619 -0.7335
C -0.4015 -3.6734 0.4711
O -0.0170 -1.4619 -0.3446
H 1.5790 -3.1454 -1.5637
H 0.3205 -2.7921 -2.7787
H 0.3457 -4.3606 -1.9868
H -1.4131 -2.7098 -1.1329
H 0.6182 -3.7918 0.8618
H -1.0345 -3.2589 1.2599
H -0.7865 -4.6632 0.2001
```

=====

ORCA calculation (wB97M-V/def2-TZVPD) on a structure of composition C26H49AlBeBrCl7F7NO17P2S2 in a non-equilibrium geometry.

The lowest unoccupied orbital energy is -6.6192 eV.

Structure (XYZ):
```
114
C26H49AlBeBrCl7F7NO17P2S2 wB97M-V/def2-TZVPD
C 3.3049 1.1451 0.5952
O 1.9169 0.8111 0.4880
C 1.8552 -0.6151 0.2755
C 0.5954 -1.2096 0.9738
C -0.5424 -1.5909 -0.0076
C -1.2695 -0.3254 -0.5803
C -1.8990 0.4432 0.6133
C -3.4023 0.8551 0.4009
C -3.4416 1.7392 -0.8653
C -2.5302 2.9001 -0.5997
O -3.0724 3.5269 0.5842
C -1.9672 3.8664 1.3688
O -1.6670 3.2204 2.2898
C -4.1997 -0.4507 0.1041
O -3.7691 -1.5776 0.8149
C -4.3615 -1.6486 2.1159
O -3.7571 1.5915 1.6377
C -5.0934 1.9904 1.7860
O -5.6668 2.7175 1.1113
P -6.0242 1.2564 3.3300
O -7.4128 2.0768 3.5230
Br -4.7722 1.8355 5.1133
H 3.3997 2.2443 0.5840
H 3.7082 0.7269 1.5336
H 3.8856 0.7504 -0.2590
H 1.8107 -0.8719 -0.7987
H 2.7297 -1.0748 0.7712
H 0.2862 -0.5056 1.7652
H 0.8774 -2.1449 1.4929
H -1.3106 -2.1099 0.5996
H -0.2327 -2.2781 -0.8093
H -0.4713 0.2853 -1.0591
H -1.9705 -0.5937 -1.3822
H -1.3311 1.3541 0.8927
H -1.8594 -0.1941 1.5152
H -4.4393 2.1443 -1.1368
H -3.1035 1.2395 -1.7937
H -2.5804 3.6358 -1.4676
H -1.4770 2.5695 -0.5560
H -1.3837 4.7672 1.1057
H -4.0341 -0.6775 -0.9643
H -5.2996 -0.3637 0.2265
H -4.0854 -2.6004 2.5829
H -5.4551 -1.5555 2.0044
H -3.9448 -0.8138 2.7232
H -8.1115 1.4334 3.3174
Be -3.6081 2.8776 2.2823
C -5.6279 2.9986 -4.4449
Cl -4.1888 2.0479 -4.9300
Cl -6.0296 2.5434 -2.8332
Cl -5.2414 4.7467 -4.4532
Cl -6.9396 2.7068 -5.5678
N 2.6690 -4.8679 -3.5948
S 3.1592 -4.4071 -2.1633
O 3.4132 -5.4431 -1.2110
O 2.6171 -3.1907 -1.6615
F 4.6318 -3.9651 -2.5430
S 1.1872 -5.4199 -3.5713
O 0.8377 -6.1071 -4.7632
O 0.1679 -4.5820 -3.0327
F 1.2605 -6.6155 -2.5151
Cl -6.7951 -0.9990 4.5322
O 4.7003 4.3817 3.6486
P 4.8663 5.7893 4.1445
O 5.5152 5.5121 5.6421
C 6.5461 4.5458 5.8362
C 7.9170 5.1954 5.8529
O 3.3071 6.0948 4.5602
C 2.2440 5.3445 3.9856
C 1.8465 4.1992 4.8973
O 5.1004 7.4296 4.3146
C 6.4033 7.9910 4.2092
C 7.1053 7.6213 2.9188
H 6.5159 3.7591 5.0813
H 6.3590 4.0749 6.8034
H 8.1596 5.6143 4.8727
H 8.6877 4.4666 6.1082
H 7.9535 6.0086 6.5792
H 2.5114 4.9882 2.9898
H 1.3947 6.0228 3.8619
H 2.7080 3.6124 5.2132
H 1.1364 3.5359 4.3974
H 1.3800 4.5837 5.8062
H 6.9966 7.7155 5.0832
H 6.2826 9.0752 4.2495
H 7.1942 6.5346 2.8076
H 8.1051 8.0553 2.8911
H 6.5420 7.9893 2.0590
Al -2.9567 3.9949 -3.3528
F -8.1962 1.2543 -3.4918
C 3.6767 -11.6038 -4.3202
C 2.5682 -10.5635 -4.2646
O 2.5670 -9.7815 -3.0656
C 3.4522 -8.7014 -2.9346
O 3.4076 -7.9030 -3.9285
C 4.9378 -9.1403 -2.5827
F 4.9212 -10.1924 -1.7668
F 5.5599 -8.1651 -1.9369
F 5.6725 -9.4608 -3.6366
H 3.8224 -12.0784 -3.3498
H 3.4301 -12.3696 -5.0563
H 4.6226 -11.1646 -4.6253
H 1.6179 -11.0974 -4.2499
H 2.5480 -9.9439 -5.1626
H 3.1095 -8.2775 -1.9504
F -5.5087 3.9446 -0.9780
Cl -10.0217 -1.5999 -7.8840
C -9.0552 -1.1498 -6.4519
C -7.5994 -0.9532 -6.7883
Cl -6.7920 -2.4829 -7.2278
H -9.1900 -1.9215 -5.6982
H -9.4715 -0.2203 -6.0664
H -7.0750 -0.5566 -5.9197
H -7.4702 -0.2555 -7.6136
```

=====

ORCA calculation (wB97M-V/def2-TZVPD) on a structure of composition C26H49BiN7O7PTe in a non-equilibrium geometry.

The lowest unoccupied orbital energy is -0.0647 eV.

Structure (XYZ):
```
92
C26H49BiN7O7PTe wB97M-V/def2-TZVPD
Bi 11.8875 -14.5035 6.6212
C 13.7231 -19.4108 4.0449
C 13.1798 -18.2878 3.1344
C 11.8251 -18.5776 2.4593
C 10.5451 -18.6191 3.3288
C 10.5297 -19.8682 4.2517
C 9.3209 -18.6784 2.4520
N 10.5316 -17.3935 4.2140
C 9.3107 -17.1954 5.0473
C 8.4611 -16.0200 4.5375
N 9.2074 -14.7549 4.6539
C 8.6452 -14.0845 5.8377
C 8.8735 -14.8557 7.1837
O 7.9531 -15.5093 7.5784
O 10.0316 -14.7322 7.8015
C 9.0857 -13.8235 3.5048
C 8.9696 -14.4572 2.1246
C 10.1454 -12.6752 3.5641
C 11.5500 -12.8780 3.0143
C 12.4656 -11.7861 3.6124
C 11.6172 -12.6818 1.4689
N 12.1169 -14.2032 3.4443
C 13.4521 -14.5549 2.9274
C 13.5348 -16.0183 2.5972
N 13.2331 -16.9299 3.7133
C 14.0893 -16.7094 4.8388
C 13.5139 -17.1827 6.1797
O 14.2013 -17.8384 6.9354
O 12.2607 -16.8711 6.3981
H 13.7337 -20.3824 3.5525
H 13.1751 -19.5351 4.9870
H 14.7790 -19.1956 4.3494
H 13.8872 -18.3018 2.2584
H 11.9348 -19.5608 1.9708
H 11.6926 -17.8677 1.6506
H 10.8730 -20.7631 3.7335
H 9.5254 -20.0430 4.5951
H 11.1558 -19.7175 5.1416
H 9.2870 -19.6301 1.9174
H 9.3143 -17.8729 1.7531
H 8.3929 -18.6522 2.9993
H 10.6336 -16.5504 3.6342
H 11.2824 -17.3845 4.9009
H 9.6617 -17.0183 6.0858
H 8.7211 -18.0932 5.0765
H 7.4720 -15.9580 5.0376
H 8.2457 -16.2116 3.5260
H 7.5693 -14.0013 5.7782
H 9.0531 -13.0805 5.9303
H 8.1291 -13.2939 3.7011
H 9.7788 -15.1602 1.8806
H 9.0329 -13.6392 1.4112
H 8.0009 -14.9521 1.9703
H 10.3188 -12.4131 4.6178
H 9.7024 -11.8014 3.0868
H 12.1146 -10.8080 3.2997
H 13.5008 -11.8657 3.2763
H 12.4764 -11.7770 4.7113
H 11.0312 -11.8154 1.1962
H 11.2695 -13.5364 0.8928
H 12.6659 -12.5075 1.1761
H 11.4749 -14.8922 3.0993
H 14.1957 -14.2869 3.6726
H 13.7005 -14.0163 2.0065
H 14.5397 -16.2200 2.1981
H 12.8298 -16.2096 1.7816
H 14.2226 -15.6276 5.0218
H 15.1250 -17.0794 4.7577
N 11.5551 -12.2088 6.9849
C 10.5108 -11.8556 7.4604
N 9.4132 -11.4620 7.9209
C 9.0708 -11.4934 9.2045
N 8.6795 -11.4072 10.2866
C 14.8786 -9.8181 8.8779
C 14.7525 -11.2904 9.1587
O 14.7449 -11.9444 7.8939
P 14.6883 -13.4990 7.6982
O 14.3271 -13.7748 6.2645
Te 13.0521 -14.5163 9.1814
O 16.1297 -14.0324 8.1422
C 17.2781 -13.9190 7.2867
C 17.3165 -15.0078 6.2263
H 14.8498 -9.2277 9.7903
H 14.0424 -9.4925 8.2397
H 15.8310 -9.6027 8.4138
H 13.8511 -11.5434 9.7129
H 15.6105 -11.6448 9.7336
H 18.0949 -14.0786 7.9973
H 17.3601 -12.8954 6.9049
H 16.9009 -15.9075 6.6290
H 18.3440 -15.2209 5.9463
H 16.7379 -14.6846 5.3570
```

=====

Calculated molecular weight in order - 597.54, 1270.80, 939.27 g mol⁻¹